Entry from OMol25: an isolated ion of composition C20H34NO and charge +1 (ωB97M-V/def2-TZVPD).

Geometry (Å):
H: 0.56813 -3.00243 1.63735
C: 0.93970 3.52283 2.23889
H: 1.49428 3.51979 3.17854
H: -4.97466 -1.26804 -4.13981
H: -3.14296 -2.00297 -5.53293
H: 3.25547 1.09094 0.27018
C: 2.32736 5.49993 1.53307
H: -2.85374 -4.18322 -3.31686
C: 2.96731 3.16230 0.84517
H: 2.93659 5.43837 2.43172
H: -3.96732 -0.01776 -3.42489
O: 0.77942 -1.16264 0.73227
H: -4.12587 -3.57619 -2.25774
N: 1.60674 1.20702 1.56939
H: 1.49893 6.17555 1.72671
C: -4.29615 -1.04921 -3.31913
C: 1.72229 -0.31186 3.56508
H: 3.62584 3.10504 1.71314
C: 0.47683 2.11671 1.87583
C: 1.81127 4.12268 1.13343
H: -3.16050 -0.17704 -1.28274
H: 1.20710 4.22486 0.22558
C: 0.00577 -2.35081 -1.22050
C: -0.93958 -2.53585 -2.20955
C: -2.42078 -1.85483 -4.73431
C: -2.09971 -1.76480 -2.26797
H: -4.85312 -1.15707 -2.39137
H: -2.00240 -0.85509 -4.83100
H: 1.20323 0.29835 1.18620
H: -4.38434 -3.64668 -4.00135
H: 3.36759 0.46159 2.42580
H: 1.81121 1.85106 -0.40837
C: 2.43800 1.78146 0.48431
H: 0.05582 4.14242 2.39218
H: 0.69813 -0.04161 3.82809
H: -0.76254 -3.30257 -2.94651
C: -2.27939 -0.79616 -1.28700
H: 2.53593 1.67525 3.40476
C: 1.73408 -1.68842 2.88756
C: -0.19630 -1.37533 -0.25838
C: -1.34253 -0.60092 -0.28632
H: -1.61989 -2.57617 -4.86757
H: 1.66008 -2.45179 3.66189
H: 2.93371 5.92370 0.73763
H: 2.68028 -1.84029 2.36560
H: -0.37810 -1.69108 2.37086
C: -3.11110 -2.01676 -3.37242
H: -0.15304 2.16587 0.98414
C: 0.58832 -1.94317 1.91351
H: -1.51409 0.14876 0.47401
H: 2.27744 -0.39297 4.50066
H: 3.55990 3.53526 0.00999
C: -3.64824 -3.44783 -3.22683
C: 2.38840 0.80616 2.76375
H: -0.10902 1.68802 2.69056
H: 0.90046 -2.95372 -1.19101

Calculated values
Total charge: +1
Relative energy (zero: lowest compared OMol25 entry of this formula, charge and spin), kJ/mol: 17.0
SMILES string: CC(C)(C)c1ccc(OCCCC[N@H+]2CC[C@@H](C)CC2)cc1
Molar mass, u: 304.50
Calculated total energy, Ha: -912.2806
Kohn-Sham gap, eV: 9.71